A 10-piece molecular cluster, C32H84F6O36P8 overall in a non-equilibrium geometry. Source: OMol25; level of theory: the ωB97M-V functional and the def2-TZVPD basis.

```
166
Properties=species:S:1:pos:R:3:forces:R:3:mulliken_spin:R:1
C 0.710968 -3.413626 5.161212 2.64 -0.87 -1.32 -0.0494
O 1.939911 -3.594527 5.989483 -2.50 -0.70 0.69 0.0057
O 1.233549 -3.389960 3.840622 -1.68 -0.11 1.81 0.9645
C -0.460822 -4.524912 5.291164 -0.67 1.60 0.78 0.0465
F -0.984750 -4.508358 6.555266 0.67 0.04 -0.38 0.0023
F -1.591784 -4.278869 4.511053 2.30 -0.45 0.45 0.0009
F 0.029158 -5.735806 5.085989 -0.41 0.05 -0.56 0.0015
C 2.000420 -4.529585 7.123624 1.10 -1.01 -2.85 -0.0027
C 3.492506 -4.783762 7.253748 1.20 1.28 1.96 0.0004
H 4.206933 -4.765078 6.430731 -1.11 -0.36 -0.88 0.0002
H 3.904246 -3.939928 7.807380 0.15 0.09 0.51 0.0000
H 3.716310 -5.668751 7.849398 -0.21 -0.09 0.06 0.0000
H 1.675905 -5.518535 6.799944 -0.99 0.16 0.00 0.0006
H 1.482440 -4.241440 8.038384 0.15 0.37 -0.11 -0.0008
H 0.384974 -2.397879 5.385003 -0.61 0.00 -0.20 0.0274
C 0.662222 0.378244 0.476344 6.35 -3.77 1.76 -0.0009
O -0.358423 -0.555987 0.933748 -0.76 0.37 -0.50 -0.0007
O 1.938349 -0.134827 0.963768 -3.64 2.41 -1.59 0.0038
C 0.656794 0.290408 -1.089194 -0.12 -0.31 2.16 0.0004
F 0.529975 -0.897576 -1.592231 -0.46 -2.63 -0.13 -0.0001
F -0.468859 0.918227 -1.413574 -1.53 1.97 -1.55 -0.0001
F 1.680904 0.763166 -1.816125 0.38 1.60 0.46 -0.0004
C -1.171094 -0.189127 2.045233 0.65 0.63 -1.97 -0.0023
C -1.889063 -1.388792 2.538269 0.14 -0.46 1.02 -0.0009
H -2.220075 -2.032490 1.723306 0.08 -0.01 0.06 0.0006
H -1.214255 -1.899966 3.224886 -0.12 -0.61 -0.24 -0.0006
H -2.742868 -1.074869 3.138757 -0.23 -0.03 0.00 0.0001
H -1.928505 0.488100 1.650520 -0.05 0.77 0.34 -0.0001
H -0.534281 0.248738 2.813900 -0.15 0.28 0.16 0.0018
H 0.552945 1.408840 0.814036 -0.89 0.43 -0.08 0.0010
C 3.750378 3.513371 1.992227 -1.47 -1.29 1.24 -0.0001
O 4.954144 2.916209 1.570694 2.46 -0.19 0.14 0.0000
P 5.723464 1.668805 2.295815 -1.99 -0.07 -0.04 0.0000
O 4.846495 0.503651 2.375430 0.83 -0.03 0.18 0.0003
O 7.063055 1.489878 1.420843 -0.67 0.40 0.71 0.0000
C 7.725300 0.199786 1.411443 0.23 0.19 0.17 0.0000
O 6.164838 2.225449 3.749579 0.07 0.25 -0.31 0.0000
C 6.802789 1.360450 4.703848 1.11 -0.48 -0.92 0.0000
H 3.553516 3.324690 3.047568 0.61 0.52 0.44 0.0000
H 2.895136 2.946795 1.623907 0.06 -0.05 -0.93 0.0000
H 3.630820 4.570861 1.756592 0.65 -0.13 -0.18 0.0000
H 7.831881 -0.063895 0.359201 -0.01 -0.32 0.30 0.0000
H 7.242192 -0.575422 2.006209 -0.74 0.11 -0.49 0.0000
H 8.692706 0.299646 1.903643 0.26 0.40 -0.31 0.0000
H 7.848855 1.651889 4.798197 -0.07 0.92 0.54 0.0000
H 7.016851 0.369792 4.302739 -1.05 -0.40 -0.08 0.0000
H 6.286005 1.296620 5.661426 -0.14 0.20 -0.34 0.0000
C 3.484494 -6.022793 -1.614557 -1.03 -0.23 0.45 0.0000
O 2.041606 -5.803044 -1.440701 -0.63 0.78 0.78 0.0000
P 1.397951 -4.496495 -0.673553 3.07 1.82 0.11 0.0000
O 2.473861 -3.757666 0.147316 -3.85 -2.30 -2.32 -0.0006
O 0.784717 -3.620253 -1.944913 1.47 -0.15 1.84 -0.0001
C -0.337702 -4.067200 -2.626335 -1.15 -0.69 -1.11 0.0000
O 0.022419 -5.082913 -0.033289 3.53 -1.23 -2.76 0.0000
C -0.668056 -4.551881 0.977190 -2.63 2.11 2.87 0.0001
H 3.734228 -6.946475 -1.092503 -0.12 -0.03 0.08 0.0000
H 4.095699 -5.231587 -1.180365 -0.26 0.26 -0.33 0.0000
H 3.616680 -6.209945 -2.680204 0.23 0.42 0.07 0.0000
H -0.569778 -3.537641 -3.550353 0.88 0.64 -0.09 0.0000
H -1.278426 -3.925219 -2.094385 0.10 -0.44 0.64 0.0000
H -0.180328 -5.092466 -2.961247 -0.37 -0.31 0.29 0.0000
H -0.431245 -3.553227 1.344220 1.05 0.13 -0.36 0.0003
H -0.702961 -5.161993 1.879770 0.16 -0.44 -0.15 -0.0012
H -1.693138 -4.374924 0.651621 -0.39 -0.44 -0.12 0.0004
C 1.202127 2.268344 4.452750 -1.85 -2.38 -1.47 0.0004
O 2.441562 2.017762 4.964978 3.12 -0.84 2.73 0.0000
P 2.784571 0.636943 5.835826 0.93 0.89 -2.87 -0.0012
O 3.042230 -0.550567 4.954466 -0.19 2.21 2.65 0.0028
O 3.975949 1.166009 6.842553 -0.80 -0.89 -1.33 0.0002
C 3.727945 2.093561 7.895530 -0.01 -0.35 0.57 0.0000
O 1.518363 0.586816 6.783605 1.07 0.54 0.08 0.0004
C 1.425408 -0.491981 7.708390 -2.27 -0.41 -0.39 0.0015
H 0.554483 2.929252 5.028826 0.31 0.23 -0.09 0.0000
H 0.768842 1.270752 4.380805 -1.16 0.02 0.28 -0.0001
H 1.254665 2.412688 3.373631 0.25 1.11 0.03 0.0001
H 4.536066 2.824159 7.930889 -0.30 0.25 -0.48 0.0000
H 3.804763 1.580802 8.854325 -0.04 -0.37 0.03 0.0000
H 2.721526 2.511445 7.871407 0.22 0.33 -0.35 0.0000
H 1.099344 -0.065855 8.657180 0.39 -0.17 0.12 0.0001
H 2.205944 -1.248816 7.786359 0.47 0.59 -0.26 -0.0006
H 0.556790 -0.965169 7.250483 -0.12 -0.90 0.79 -0.0012
C 4.641130 1.313243 -1.198628 1.07 1.24 2.52 0.0001
O 4.777691 0.235216 -2.061378 0.38 -2.78 -0.40 -0.0001
P 5.371613 -1.255209 -1.616056 -2.86 -0.49 0.56 -0.0002
O 5.004403 -1.838774 -0.304755 0.79 1.06 -1.82 0.0000
O 6.945900 -1.146776 -1.746359 1.09 -0.07 -0.25 0.0000
C 7.602320 -0.335281 -2.691574 -0.11 0.95 -1.82 0.0000
O 4.854473 -2.170482 -2.911866 1.65 2.33 1.46 0.0000
C 3.579157 -1.838604 -3.458778 -0.58 0.01 -0.03 0.0000
H 5.585558 1.857418 -1.196258 -0.08 0.69 -0.56 0.0000
H 4.572304 1.108494 -0.130243 -0.33 -1.22 -0.01 -0.0001
H 3.761878 1.950585 -1.292528 0.04 -0.25 -1.07 0.0000
H 8.372829 -0.754862 -3.338383 0.04 -1.39 0.58 0.0000
H 8.141325 0.528664 -2.302769 -0.58 0.11 0.79 0.0000
H 6.895263 -0.005310 -3.452691 -0.23 0.44 0.24 0.0000
H 3.675309 -1.794502 -4.543627 -0.12 -0.84 -0.10 0.0000
H 3.196976 -0.840949 -3.242612 0.31 -0.06 0.66 0.0000
H 2.908844 -2.573080 -3.012315 -0.44 0.07 -0.72 0.0000
C -5.144658 2.713945 -6.154762 0.68 -1.19 -2.00 0.0000
O -4.893556 2.489664 -4.815041 0.01 1.65 3.21 0.0000
P -5.454660 3.615185 -3.796539 0.57 -1.70 1.06 0.0000
O -5.279902 5.012928 -4.205424 -0.38 -0.24 -0.05 0.0000
O -4.778215 3.290487 -2.350696 -2.07 -0.73 -0.93 0.0000
C -3.403933 3.093121 -1.967624 -0.02 0.81 -1.02 0.0000
O -6.991471 3.071504 -3.674499 2.05 1.12 0.25 0.0000
C -7.960800 3.957973 -3.137327 -1.75 -0.71 0.50 0.0000
H -6.028430 2.128685 -6.408796 -0.23 0.43 -0.39 0.0000
H -4.287633 2.236595 -6.629878 -0.14 -0.04 -0.48 0.0000
H -5.145820 3.744865 -6.508756 -0.39 0.12 0.47 0.0000
H -2.892823 3.164892 -2.927687 0.96 0.07 0.60 0.0000
H -3.148666 2.162694 -1.460431 -0.77 -0.33 -0.32 0.0000
H -3.195041 3.876168 -1.238715 0.37 0.22 -0.42 0.0000
H -8.727165 4.114731 -3.896413 0.31 0.56 -0.24 0.0000
H -7.647665 4.879246 -2.646110 0.54 -0.05 -0.52 0.0000
H -8.515261 3.393360 -2.387741 0.19 -0.10 0.32 0.0000
C 2.498574 3.548608 -3.900827 -0.30 1.51 0.98 0.0000
O 1.213518 3.891924 -4.458658 -1.89 0.89 -0.10 0.0000
P 0.151650 4.980757 -3.787012 -0.13 -3.53 -1.52 0.0000
O 0.705464 6.294424 -3.566032 0.44 1.20 0.69 0.0000
O -1.153679 4.948233 -4.739648 2.03 -0.40 0.68 0.0000
C -2.282009 5.805775 -4.423304 0.09 -1.27 -0.89 0.0000
O -0.349933 4.111982 -2.509168 -0.42 1.15 -2.56 0.0000
C 0.130396 4.596779 -1.314426 1.14 -0.97 2.22 0.0000
H 2.680343 4.178359 -3.029916 0.13 0.30 0.05 0.0000
H 3.253072 3.841218 -4.631044 -0.01 -0.61 -0.03 0.0000
H 2.564114 2.551776 -3.464794 -0.30 -0.31 -0.82 0.0000
H -2.969684 5.446202 -5.188756 -0.34 0.65 0.21 0.0000
H -2.026681 6.856589 -4.560102 -0.06 -0.11 0.34 0.0000
H -2.699040 5.498810 -3.464165 0.12 0.56 0.11 0.0000
H -0.388153 5.484124 -0.951373 -0.01 -0.12 0.07 0.0000
H 1.209696 4.747856 -1.334065 0.06 0.57 -0.16 0.0000
H 0.063532 3.715192 -0.676910 -0.46 0.38 0.75 0.0000
C 0.132530 0.234785 -5.053148 -0.59 1.13 1.97 0.0000
O -1.087951 0.399551 -5.786612 -0.85 -1.79 -0.82 0.0000
P -2.302030 -0.672773 -5.578951 1.61 -1.16 1.51 0.0000
O -1.940664 -2.136071 -5.554892 -0.25 2.48 0.39 0.0000
O -3.104940 -0.080411 -4.279734 1.26 -1.27 -2.96 0.0000
C -2.647958 -0.478233 -3.002530 -1.96 0.25 2.29 -0.0001
O -3.228229 -0.308619 -6.773665 -1.10 -0.14 0.92 0.0000
C -2.913251 -0.688016 -8.076050 1.00 0.86 -2.24 0.0000
H 0.373535 -0.763793 -4.688652 0.05 -0.33 -0.95 0.0000
H -0.108152 0.745104 -4.120548 0.53 0.27 0.31 0.0000
H 0.938323 0.813316 -5.504919 -0.13 -0.49 -0.36 0.0000
H -2.142513 -1.409907 -2.748361 1.04 0.15 -1.36 0.0000
H -3.586359 -0.735445 -2.511264 -0.32 0.36 0.46 0.0000
H -2.261546 0.398910 -2.483497 0.40 -0.47 -0.23 0.0000
H -3.812519 -0.895668 -8.655957 -0.10 0.48 0.23 0.0000
H -2.220232 -1.475120 -8.373210 -0.06 -0.92 1.56 0.0000
H -2.313782 0.143077 -8.447563 -0.62 0.47 -0.70 0.0000
C -10.765439 -1.517784 -0.067930 -0.29 1.16 -1.34 0.0000
O -9.505667 -2.103571 0.237779 2.05 0.23 2.08 0.0000
P -8.284311 -1.123608 0.949593 -2.18 -0.48 -1.84 0.0000
O -8.614183 -0.698790 2.320780 0.50 0.04 -1.19 0.0000
O -6.902945 -1.948675 0.770524 -2.29 0.46 -1.17 0.0000
C -5.821085 -1.805258 1.639947 1.20 -0.17 2.38 0.0000
O -8.316947 0.046026 -0.234056 0.71 -1.12 2.04 0.0000
C -7.528950 -0.132482 -1.387193 1.39 -0.15 -1.51 0.0000
H -10.667821 -1.227081 -1.113901 -0.25 0.44 -0.06 0.0000
H -11.107673 -0.655741 0.504664 0.86 0.25 0.34 0.0000
H -11.678901 -2.112399 -0.056834 0.73 -1.28 0.45 0.0000
H -4.832088 -1.958476 1.208089 -0.39 0.40 -0.92 0.0000
H -5.816401 -2.567839 2.418761 -0.55 -0.35 -0.04 0.0000
H -5.835855 -0.887975 2.228581 -0.06 0.32 -0.46 0.0000
H -8.057205 -0.521483 -2.257667 -0.67 0.15 0.22 0.0000
H -6.680368 -0.812303 -1.310722 -0.16 -0.29 0.74 0.0000
H -7.023635 0.782239 -1.697123 -0.53 0.46 0.26 0.0000
```
Forces are in eV/Å.

## Properties
Max |F| ... 7.593 eV/Å
Spin multiplicity ... 2
Molar mass ... 1406.77 g mol⁻¹
E_HOMO (spin up / spin down) ... -3.389 / -3.385 eV
Charge ... -1
E_LUMO (spin up / spin down) ... 2.02 / 0.34 eV
Orbital gap (spin up / spin down) ... 5.41 / 3.73 eV